Computed, not measured: a molecular structure, C5H10N2 at a distorted geometry, with wB97M-V/def2-TZVPD.

Computed properties:
Energy relative to the best compared isomer or geometry (same formula, charge and spin) (kJ/mol): 326.2
Kohn-Sham gap (eV): 9.7532
LUMO energy (eV): 1.09

Geometry as ORCA input:
```
! RIJCOSX wB97M-V def2-TZVPD def2/J DEFGRID3
* xyz 0 1
N -1.5091 0.2123 0.1710
N 0.9221 -0.2568 1.1618
C 0.8722 0.9461 0.1602
C -0.8802 -1.2053 -0.1791
C 1.1769 -0.0500 -0.7915
C 0.5321 -1.0671 0.0957
C -0.5953 1.3536 -0.1193
H -1.3184 -1.9480 0.4019
H -1.2091 -1.5316 -1.1930
H 0.7438 0.1099 -1.7692
H -1.0275 2.1330 0.5132
H 2.1544 -0.2768 -1.0037
H 0.2284 0.0560 1.9682
H -1.8427 0.0503 1.0730
H -0.8285 1.5806 -1.2716
H 1.0374 -1.9829 0.2326
H 1.5436 1.8767 0.5495
*
```

Want to see where the charge sits? The natural (NBO) charges in e are: number 1, N, carries -0.641; number 2, N, carries -0.585; number 3, C, carries -0.069; number 4, C, carries -0.236; number 5, C, carries -0.420; number 6, C, carries -0.099; number 7, C, carries -0.248; number 8, H, carries 0.194; number 9, H, carries 0.200; number 10, H, carries 0.188; number 11, H, carries 0.209; number 12, H, carries 0.222; number 13, H, carries 0.339; number 14, H, carries 0.354; number 15, H, carries 0.196; number 16, H, carries 0.193; number 17, H, carries 0.202



Computed, not measured: 2 unconnected molecules or ions with the total composition C7H13Cl at a distorted geometry, with wB97M-V/def2-TZVPD.

Computed properties:
SMILES string: C/C=C(\C)Cl.C=CC
Energy relative to the best compared isomer or geometry (same formula, charge and spin) (kJ/mol): 218.4
Kohn-Sham gap (eV): 10.2371
LUMO energy (eV): 1.01

Geometry as ORCA input:
```
! RIJCOSX wB97M-V def2-TZVPD def2/J DEFGRID3
* xyz 0 1
Cl 3.7013 -1.1259 0.2785
C 2.1030 0.3753 -1.3774
C -2.1514 -0.8759 0.6676
C 2.4413 0.1509 0.0305
C 0.6752 1.8541 0.5861
C -3.2886 -1.2102 -0.2892
C 1.7715 0.8295 0.9499
C -0.8908 -1.2796 0.5812
H -0.1272 1.6919 1.1524
H -4.3001 -1.3717 0.0353
H 2.2587 1.0109 1.9279
H -0.1040 -1.0651 1.2418
H -0.4389 -1.8444 -0.3121
H -2.5800 -0.4013 1.5917
H -3.2645 -0.4454 -1.0646
H -3.0774 -2.1811 -0.8153
H 1.0181 0.4175 -1.4206
H 0.3134 1.6013 -0.4368
H 0.9300 2.9273 0.5466
H 2.4863 -0.3349 -2.0857
H 2.5241 1.2768 -1.7874
*
```

Want to see where the charge sits? The natural (NBO) charges in e are: number 1, Cl, carries -0.044; number 2, C, carries -0.681; number 3, C, carries -0.181; number 4, C, carries 0.042; number 5, C, carries -0.627; number 6, C, carries -0.660; number 7, C, carries -0.239; number 8, C, carries -0.408; number 9, H, carries 0.215; number 10, H, carries 0.223; number 11, H, carries 0.220; number 12, H, carries 0.207; number 13, H, carries 0.190; number 14, H, carries 0.197; number 15, H, carries 0.219; number 16, H, carries 0.212; number 17, H, carries 0.229; number 18, H, carries 0.207; number 19, H, carries 0.222; number 20, H, carries 0.230; number 21, H, carries 0.225



Computed, not measured: 2 unconnected molecules or ions with the total composition C5H16N2O at a distorted geometry, with wB97M-V/def2-TZVPD.

Computed properties:
SMILES string: NCCCCCN.O
Energy relative to the best compared isomer or geometry (same formula, charge and spin) (kJ/mol): 151.2
Kohn-Sham gap (eV): 10.1217
LUMO energy (eV): 0.74

Geometry as ORCA input:
```
! RIJCOSX wB97M-V def2-TZVPD def2/J DEFGRID3
* xyz 0 1
O -0.0945 5.0501 2.5353
N -1.8587 1.3648 -0.4263
N 1.4868 -3.3057 0.8309
C -0.8220 -0.5457 -1.7855
C 1.9762 -2.1577 0.0585
C -1.0839 0.9431 -1.5998
C 0.9939 -0.9432 0.0760
C -0.4145 -1.2519 -0.4156
H -1.1741 -1.2416 0.3483
H -1.6172 -1.1108 -2.2649
H -1.7450 1.1955 -2.4016
H -1.4489 0.8826 0.3745
H -0.5524 4.5828 1.8241
H 0.0159 -0.7458 -2.4830
H 2.8827 -1.6840 0.5417
H -0.1796 1.5106 -1.7516
H -0.4119 -2.3154 -0.6534
H 2.0390 -3.6024 1.6644
H 0.7056 -0.7213 1.1442
H 1.4904 -0.0054 -0.1900
H 0.5931 -3.0753 1.3366
H -2.8382 1.0701 -0.5181
H -0.5045 4.6147 3.2942
H 2.1329 -2.5381 -0.9744
*
```

Want to see where the charge sits? The natural (NBO) charges in e are: number 1, O, carries -0.930; number 2, N, carries -0.827; number 3, N, carries -0.859; number 4, C, carries -0.407; number 5, C, carries -0.218; number 6, C, carries -0.237; number 7, C, carries -0.430; number 8, C, carries -0.428; number 9, H, carries 0.197; number 10, H, carries 0.201; number 11, H, carries 0.192; number 12, H, carries 0.344; number 13, H, carries 0.468; number 14, H, carries 0.205; number 15, H, carries 0.189; number 16, H, carries 0.188; number 17, H, carries 0.217; number 18, H, carries 0.365; number 19, H, carries 0.195; number 20, H, carries 0.219; number 21, H, carries 0.348; number 22, H, carries 0.356; number 23, H, carries 0.462; number 24, H, carries 0.189



Computed, not measured: 18 unconnected molecules or ions with the total composition CH40NO18 at a distorted geometry, with wB97M-V/def2-TZVPD.

Computed properties:
Kohn-Sham gap (eV): 10.4088
LUMO energy (eV): -2.30

Geometry as ORCA input:
```
! RIJCOSX wB97M-V def2-TZVPD def2/J DEFGRID3
* xyz 1 1
O -0.3418 -3.1990 1.4094
O -2.5781 2.7884 1.7762
O 4.0075 0.6924 0.9368
O 2.7529 -2.7679 -1.3334
O -0.9525 -1.1002 3.7890
O 2.0497 -0.6655 -2.5836
O -4.5108 0.8989 1.8414
O -0.0853 1.6962 2.0160
O 1.6365 -1.3918 1.0421
O -0.6655 -4.0484 -1.2002
O -1.6720 2.2672 -3.4117
O -3.2116 -1.4146 2.1712
O 1.8137 2.5255 0.1619
O -0.4053 -0.5063 -2.0043
O 3.5671 1.0474 -1.6979
O 1.2289 2.3927 -2.5223
O 1.7706 -0.0901 3.4752
O -2.6917 -0.1857 -3.3891
N -1.1334 1.1537 -0.4563
C -0.8263 -0.2293 -0.6325
H -0.1668 0.7736 1.7453
H -0.7281 -3.8544 0.8159
H 3.4461 0.2578 1.5835
H -1.8058 2.9283 -4.1045
H -1.1940 -1.5765 4.5909
H -3.0073 -0.4540 -4.2517
H 2.1485 -3.3456 -1.8240
H -0.2664 1.6409 -0.6564
H -0.7067 2.1525 -3.4573
H 0.0645 -0.4089 -0.0232
H 1.0623 -0.4275 -2.5271
H -3.8771 1.4974 2.2777
H -0.4212 -4.4495 -2.0402
H -2.5187 0.7903 -3.4043
H -1.0466 -2.5867 1.6402
H 1.1856 2.2201 0.8401
H -1.9000 2.4212 1.1891
H -1.8077 -1.0532 3.3201
H -0.8588 -3.1304 -1.4338
H 2.1619 -0.5231 4.2372
H -0.4397 1.6853 2.9117
H -1.2124 -0.4489 -2.5590
H 4.4906 1.1476 -1.9526
H 1.5453 -1.0648 1.9510
H -3.7078 -1.9583 1.5594
H 4.9268 0.8766 1.1232
H -1.8150 1.5794 -1.0758
H 3.5860 0.8378 -0.7233
H -1.6663 -0.8985 -0.4564
H 2.4474 -2.9128 -0.4292
H 0.8200 -0.1118 3.5342
H -3.6519 -0.5295 2.2659
H 1.2145 -2.2696 1.0201
H -2.3517 3.6597 2.1005
H 1.5406 2.3794 -1.5985
H 1.6088 3.1675 -2.9435
H 2.1330 -1.4572 -1.9466
H 2.7264 0.0781 -2.2180
H 2.6564 2.4724 0.6294
H -4.3673 1.0318 0.9023
*
```

Want to see where the charge sits? The natural (NBO) charges in e are: number 1, O, carries -0.977; number 2, O, carries -1.005; number 3, O, carries -0.999; number 4, O, carries -0.911; number 5, O, carries -1.003; number 6, O, carries -0.873; number 7, O, carries -0.957; number 8, O, carries -0.957; number 9, O, carries -1.031; number 10, O, carries -0.961; number 11, O, carries -0.971; number 12, O, carries -1.032; number 13, O, carries -0.995; number 14, O, carries -0.821; number 15, O, carries -0.937; number 16, O, carries -1.011; number 17, O, carries -0.981; number 18, O, carries -0.998; number 19, N, carries -0.876; number 20, C, carries 0.050; number 21, H, carries 0.479; number 22, H, carries 0.501; number 23, H, carries 0.531; number 24, H, carries 0.491; number 25, H, carries 0.490; number 26, H, carries 0.493; number 27, H, carries 0.485; number 28, H, carries 0.373; number 29, H, carries 0.513; number 30, H, carries 0.212; number 31, H, carries 0.542; number 32, H, carries 0.510; number 33, H, carries 0.483; number 34, H, carries 0.511; number 35, H, carries 0.491; number 36, H, carries 0.506; number 37, H, carries 0.516; number 38, H, carries 0.507; number 39, H, carries 0.482; number 40, H, carries 0.495; number 41, H, carries 0.499; number 42, H, carries 0.520; number 43, H, carries 0.503; number 44, H, carries 0.498; number 45, H, carries 0.492; number 46, H, carries 0.508; number 47, H, carries 0.387; number 48, H, carries 0.528; number 49, H, carries 0.174; number 50, H, carries 0.502; number 51, H, carries 0.505; number 52, H, carries 0.513; number 53, H, carries 0.502; number 54, H, carries 0.489; number 55, H, carries 0.513; number 56, H, carries 0.481; number 57, H, carries 0.520; number 58, H, carries 0.525; number 59, H, carries 0.495; number 60, H, carries 0.481



Computed, not measured: a molecular structure, C19H14F6N4O8PdS2 at a distorted geometry, with wB97M-V/def2-TZVPD.

Computed properties:
Energy relative to the best compared isomer or geometry (same formula, charge and spin) (kJ/mol): 96.5
Kohn-Sham gap (eV): 7.8994
LUMO energy (eV): -0.71

Geometry as ORCA input:
```
! RIJCOSX wB97M-V def2-TZVPD def2/J DEFGRID3
* xyz 0 1
Pd 1.3844 0.1149 0.4719
S 1.4276 -1.0273 3.4717
S -0.6286 0.3163 2.4000
F 3.2298 0.8173 2.7762
F -2.6607 1.9018 2.3405
F 2.2741 1.1769 4.6830
F -2.7165 0.4911 3.9840
F -1.4279 2.2278 4.0897
F 3.7669 -0.3710 4.4947
O 0.2656 1.4028 1.7753
O -1.8594 -0.8361 -0.6756
O 1.6961 -1.3431 2.0543
O 3.8131 -2.4905 -1.3595
O -3.7209 2.2780 -3.7108
O -0.8041 5.0334 -3.0317
O 1.6274 -2.0867 4.3965
O 2.7769 -0.6744 -0.6446
N 0.0689 -0.2877 3.7161
N -1.5920 2.9361 -3.3083
N 0.4678 -2.1261 -0.4907
N 1.5296 1.6570 -0.7409
C 1.7224 3.9608 -2.2353
C -0.6856 3.8343 -2.8713
C -1.8118 -4.7179 0.8238
C 0.5179 3.2734 -2.1623
C 2.7001 2.2943 -0.8366
C 2.7584 0.2347 3.8814
C 0.6434 -4.7786 0.3355
C 0.4560 2.1261 -1.3858
C 2.8268 3.4580 -1.5734
C 1.6116 -2.7604 -0.4962
C -2.8285 3.3448 -3.9278
C 1.7476 -4.1156 -0.1213
C -1.9328 1.3029 3.2887
C -2.9781 -4.0029 0.7855
C -0.6114 -4.1206 0.3722
C -1.8718 -2.0921 -0.1567
C -3.0225 -2.6845 0.2831
C -0.6383 -2.7945 -0.0904
C 2.8414 -1.9602 -0.8757
H -3.1556 4.2741 -3.4536
H -1.7914 -5.7338 1.1914
H -3.9536 -2.1391 0.2282
H -2.6844 3.5202 -5.0021
H -4.5735 2.4982 -4.0979
H 0.7095 -5.8053 0.6699
H 2.7231 -4.5725 -0.1810
H 3.5339 1.8345 -0.3229
H -1.4132 1.9466 -3.2656
H -0.4711 1.5894 -1.2333
H 3.7850 3.9538 -1.6153
H 1.7654 4.8792 -2.8045
H -0.9404 -0.7026 -0.9749
H -3.8965 -4.4552 1.1324
*
```

Want to see where the charge sits? The natural (NBO) charges in e are: number 1, Pd, carries 1.019; number 2, S, carries 2.233; number 3, S, carries 1.339; number 4, F, carries -0.315; number 5, F, carries -0.312; number 6, F, carries -0.302; number 7, F, carries -0.299; number 8, F, carries -0.294; number 9, F, carries -0.299; number 10, O, carries -0.944; number 11, O, carries -0.675; number 12, O, carries -0.984; number 13, O, carries -0.591; number 14, O, carries -0.714; number 15, O, carries -0.603; number 16, O, carries -0.878; number 17, O, carries -0.699; number 18, N, carries -1.158; number 19, N, carries -0.611; number 20, N, carries -0.512; number 21, N, carries -0.404; number 22, C, carries -0.089; number 23, C, carries 0.655; number 24, C, carries -0.213; number 25, C, carries -0.160; number 26, C, carries 0.082; number 27, C, carries 0.731; number 28, C, carries -0.124; number 29, C, carries 0.076; number 30, C, carries -0.240; number 31, C, carries 0.134; number 32, C, carries 0.105; number 33, C, carries -0.220; number 34, C, carries 0.799; number 35, C, carries -0.176; number 36, C, carries -0.086; number 37, C, carries 0.304; number 38, C, carries -0.279; number 39, C, carries 0.143; number 40, C, carries 0.743; number 41, H, carries 0.185; number 42, H, carries 0.217; number 43, H, carries 0.229; number 44, H, carries 0.157; number 45, H, carries 0.482; number 46, H, carries 0.222; number 47, H, carries 0.248; number 48, H, carries 0.243; number 49, H, carries 0.411; number 50, H, carries 0.222; number 51, H, carries 0.241; number 52, H, carries 0.250; number 53, H, carries 0.494; number 54, H, carries 0.219



Computed, not measured: 2 unconnected molecules or ions with the total composition C4H8O2P at a distorted geometry, with wB97M-V/def2-TZVPD.

Computed properties:
Energy relative to the best compared isomer or geometry (same formula, charge and spin) (kJ/mol): 401.4
Kohn-Sham gap (spin up / spin down) (eV): 7.2207 / 6.6970
LUMO energy (spin up / spin down) (eV): 4.02 / 3.64

Geometry as ORCA input:
```
! RIJCOSX wB97M-V def2-TZVPD def2/J DEFGRID3
* xyz -1 1
P -1.1591 0.5661 0.9212
O -3.3455 0.2896 -0.5642
O -1.4647 -0.6915 -1.4287
C 1.6976 -1.9710 0.0954
C -1.0963 2.2086 0.1975
C 1.9651 -0.5488 0.3919
C -2.1582 -0.0788 -0.6519
H 1.1023 -2.5055 0.8837
H 1.8750 -0.4421 1.4904
H 2.6285 -2.6832 0.1404
H 1.8754 0.2160 -0.4237
H -0.5960 3.0702 0.6867
H -0.6040 2.1170 -0.8168
H 1.3573 -2.1367 -0.8702
H -2.0773 2.5899 -0.0517
*
```

Want to see where the charge sits? The natural (NBO) charges in e are: number 1, P, carries 0.280; number 2, O, carries -0.764; number 3, O, carries -0.738; number 4, C, carries -0.673; number 5, C, carries -1.005; number 6, C, carries -0.364; number 7, C, carries 0.622; number 8, H, carries 0.210; number 9, H, carries 0.183; number 10, H, carries 0.175; number 11, H, carries 0.199; number 12, H, carries 0.197; number 13, H, carries 0.219; number 14, H, carries 0.220; number 15, H, carries 0.237